Entry 1:
{
  "formula": "C2H3F2IO2",
  "method": "the ωB97M-V functional and the def2-TZVPD basis",
  "e_homo_ha": -0.377,
  "e_tot_ha": -725.81914,
  "e_above_lowest_ev": 1.620,
  "orbital_gap_ev": 8.766,
  "lumo_ev": -1.482,
  "spin_multiplicity": 1,
  "elements": ["C", "C", "O", "O", "F", "F", "I", "H", "H", "H"],
  "xyz": [[1.362928, 0.593329, -0.093251], [-0.715605, -0.803624, 0.045489], [0.923993, -0.694459, 0.422858], [-1.402280, -0.005497, 0.795941], [-1.043451, -2.064896, 0.210877], [-0.766226, -0.442177, -1.278914], [-2.880850, 1.107744, 0.229221], [1.359856, 0.427273, -1.174581], [2.465052, 0.616200, 0.304247], [0.696583, 1.266103, 0.538114]],
  "forces_ev_per_a": [[1.13, -1.81, 2.75], [5.00, 0.20, -1.08], [-4.41, -0.68, -0.90], [0.28, 0.56, 1.78], [0.22, -0.16, -0.31], [-0.29, -0.82, 0.80], [-0.80, 0.49, -0.44], [-0.20, 1.44, 0.13], [-2.03, 0.41, -0.86], [1.10, 0.35, -1.86]],
  "lowdin_charge": [-0.106, -0.735, -0.157, -0.601, 0.177, 0.039, 1.084, 0.079, 0.120, 0.101]
}


Entry 2:
{
  "formula": "C2H3F2N",
  "method": "the ωB97M-V functional and the def2-TZVPD basis",
  "e_homo_ha": -0.390,
  "e_tot_ha": -332.45783,
  "e_above_lowest_ev": 0.000,
  "orbital_gap_ev": 11.320,
  "smiles": "[H]/N=C/C(F)F",
  "lumo_ev": 0.703,
  "spin_multiplicity": 1,
  "elements": ["C", "C", "N", "F", "F", "H", "H", "H"],
  "xyz": [[0.524379, -0.123436, -0.294676], [-0.896702, -0.040596, 0.355844], [1.604357, 0.190418, 0.316114], [-1.683283, -1.064073, -0.153121], [-1.488242, 1.141812, -0.040262], [0.475250, -0.177083, -1.481052], [-1.001513, -0.085560, 1.503272], [2.465757, 0.158518, -0.206122]],
  "forces_ev_per_a": [[0.75, 1.54, -1.72], [-0.22, -0.24, 1.00], [-2.29, -0.98, 0.63], [0.73, 0.70, 0.22], [0.51, -0.68, 0.02], [-0.10, -0.43, 2.34], [0.70, 0.02, -1.81], [-0.07, 0.07, -0.68]],
  "lowdin_charge": [-0.154, -0.342, 0.099, 0.006, 0.020, 0.153, 0.172, 0.046]
}


Entry 3:
{
  "formula": "C2H3F2N",
  "method": "the ωB97M-V functional and the def2-TZVPD basis",
  "e_homo_ha": [-0.268, -0.302],
  "e_tot_ha": -332.31224,
  "e_above_lowest_ev": 3.962,
  "orbital_gap_ev": [7.044, 8.651],
  "lumo_ev": [-0.250, 0.433],
  "spin_multiplicity": 1,
  "elements": ["C", "C", "N", "F", "F", "H", "H", "H"],
  "xyz": [[1.440677, -0.295851, 0.013876], [-1.525920, -0.230969, -0.339361], [0.088123, 0.079692, 0.069645], [2.232638, 0.713237, -0.029807], [-2.139282, 0.869047, 0.113990], [1.893124, -1.129544, -0.415335], [-1.887230, -1.015034, 0.236440], [-0.102132, 1.009424, 0.350555]],
  "forces_ev_per_a": [[-6.39, 1.57, 0.06], [3.72, 0.85, -1.27], [0.61, -3.22, -0.42], [1.98, 2.17, 0.25], [-0.29, 0.97, 0.37], [-0.14, -1.81, -0.39], [-0.31, -1.95, 1.12], [0.83, 1.42, 0.30]],
  "lowdin_charge": [-0.167, -0.094, 0.071, 0.067, -0.075, 0.101, 0.021, 0.075]
}


Entry 4:
{
  "formula": "C2H3F2N",
  "method": "the ωB97M-V functional and the def2-TZVPD basis",
  "e_homo_ha": -0.387,
  "e_tot_ha": -332.43687,
  "e_above_lowest_ev": 0.570,
  "orbital_gap_ev": 11.583,
  "smiles": "FC1(F)CN1",
  "lumo_ev": 1.048,
  "spin_multiplicity": 1,
  "elements": ["C", "C", "N", "F", "F", "H", "H", "H"],
  "xyz": [[-0.055944, -0.194106, 0.451320], [-0.315534, 1.191549, 0.858119], [-0.700148, 0.833553, -0.447788], [0.760943, 1.911031, 1.258458], [-1.295131, 1.360711, 1.771196], [0.885033, -0.662972, 0.291426], [-0.700003, -0.945697, 0.695157], [-0.099433, 1.047174, -1.242740]],
  "forces_ev_per_a": [[-0.04, 1.13, -0.56], [1.03, -2.29, 1.28], [0.61, 0.10, -0.28], [-0.53, 0.57, -0.86], [-0.08, 0.74, -0.56], [1.18, 0.74, -0.47], [-2.12, -1.61, 0.97], [-0.06, 0.61, 0.48]],
  "lowdin_charge": [-0.035, -0.596, 0.133, 0.102, 0.108, 0.105, 0.070, 0.115]
}


Entry 5:
{
  "formula": "C2H3F2NO2",
  "method": "the ωB97M-V functional and the def2-TZVPD basis",
  "e_homo_ha": -0.424,
  "e_tot_ha": -482.82745,
  "e_above_lowest_ev": 2.915,
  "orbital_gap_ev": 10.848,
  "smiles": "CC(F)(F)[N+](=O)[O-]",
  "lumo_ev": -0.701,
  "spin_multiplicity": 1,
  "elements": ["C", "C", "N", "O", "O", "F", "F", "H", "H", "H"],
  "xyz": [[1.286163, 0.032050, -0.160324], [-0.491986, 0.539422, 0.160560], [-1.252507, -0.671955, -0.075147], [-1.383752, -1.032618, -1.228460], [-1.566188, -1.283537, 0.932825], [-0.554848, 0.987941, 1.433276], [-0.783261, 1.451123, -0.755883], [1.954922, 0.885674, -0.406063], [1.505100, -0.082562, 0.926100], [1.286359, -0.825534, -0.826886]],
  "forces_ev_per_a": [[-2.76, 1.77, 2.72], [6.06, 0.59, -1.06], [-0.92, -1.68, 0.61], [-0.07, 0.34, 0.56], [-0.07, 0.13, -0.68], [-0.64, -0.24, -1.49], [-0.82, 0.42, 0.59], [-1.09, -0.39, -0.61], [0.17, -1.03, -0.92], [0.14, 0.10, 0.27]],
  "lowdin_charge": [0.095, -0.434, -0.344, 0.114, 0.121, 0.121, 0.136, 0.069, 0.064, 0.057]
}


Entry 6:
{
  "formula": "C2H3F2NOS",
  "method": "the ωB97M-V functional and the def2-TZVPD basis",
  "e_homo_ha": -0.319,
  "e_tot_ha": -805.83740,
  "e_above_lowest_ev": 2.237,
  "orbital_gap_ev": 8.752,
  "lumo_ev": 0.075,
  "spin_multiplicity": 1,
  "elements": ["C", "C", "N", "O", "F", "F", "S", "H", "H", "H"],
  "xyz": [[0.021797, -0.431041, 0.001716], [-2.141885, 0.395872, -0.000864], [0.770378, 0.662116, -0.047722], [-0.004854, -1.613578, 0.098169], [-2.337101, 1.260655, -1.117944], [-2.146390, 1.158977, 1.089424], [-3.416521, -0.990039, -0.051079], [0.321753, 1.576145, -0.214575], [1.836865, 0.770139, -0.307899], [-2.405903, -1.842359, 0.116022]],
  "forces_ev_per_a": [[-4.11, 0.28, -0.13], [1.92, -1.03, -1.80], [2.71, 1.49, -1.07], [1.26, 1.20, -0.16], [0.25, -0.98, 1.68], [-0.56, 0.33, 0.11], [1.33, 1.52, 0.17], [-0.17, -1.18, 0.27], [-2.70, -1.21, 0.89], [0.08, -0.41, 0.04]],
  "lowdin_charge": [-0.342, -0.654, 0.129, 0.087, -0.086, -0.001, 0.746, 0.115, 0.179, -0.173]
}


Entry 7:
{
  "formula": "C2H3F2NS",
  "method": "the ωB97M-V functional and the def2-TZVPD basis",
  "e_homo_ha": -0.312,
  "e_tot_ha": -730.55343,
  "e_above_lowest_ev": 3.499,
  "orbital_gap_ev": 8.209,
  "lumo_ev": -0.285,
  "spin_multiplicity": 1,
  "elements": ["C", "C", "N", "F", "F", "S", "H", "H", "H"],
  "xyz": [[1.595277, 0.581733, 0.696708], [-1.593544, -1.206780, 0.259187], [1.282050, 1.297020, -0.353171], [-1.489433, -0.143310, -0.618393], [-1.349485, -2.293204, -0.450997], [-1.865479, -1.084949, 1.802404], [0.974254, -0.285505, 0.572238], [0.949136, 0.910487, -1.332842], [1.497225, 2.224509, -0.575135]],
  "forces_ev_per_a": [[-0.56, 1.73, 0.24], [0.58, 1.10, -1.70], [-0.87, -2.21, -3.36], [-0.26, -1.65, 1.19], [-0.22, 0.56, 0.30], [-0.15, -0.03, 0.20], [0.26, -1.47, -0.23], [-0.09, 0.29, 2.66], [1.30, 1.67, 0.70]],
  "lowdin_charge": [-0.053, -0.921, -0.064, -0.003, 0.072, 0.834, -0.056, 0.143, 0.048]
}


Entry 8:
{
  "formula": "C2H3F2NV",
  "method": "the ωB97M-V functional and the def2-TZVPD basis",
  "e_homo_ha": [-0.618, -0.643],
  "e_tot_ha": -1276.21273,
  "orbital_gap_ev": [9.074, 10.731],
  "charge": 1,
  "lumo_ev": [-7.735, -6.755],
  "s2": 2.024,
  "spin_multiplicity": 3,
  "elements": ["V", "F", "F", "C", "C", "N", "H", "H", "H"],
  "xyz": [[0.496007, 2.356021, 1.454685], [-0.888841, 3.495450, 0.701072], [1.435704, 2.388786, -0.212874], [-0.128966, -1.750281, -0.569892], [-0.188724, -0.527282, 0.184688], [-0.230770, 0.409812, 0.831063], [-1.067794, -1.802505, -1.129977], [-0.094429, -2.657421, 0.035783], [0.667809, -1.912577, -1.294545]],
  "forces_ev_per_a": [[-2.11, 1.63, -6.95], [2.92, -2.52, 2.38], [-1.30, -0.16, 3.88], [-0.91, -1.03, -0.68], [0.74, -0.95, -0.25], [0.52, 1.78, 1.01], [0.01, -0.03, -0.05], [-0.13, 0.36, 0.55], [0.27, 0.92, 0.11]],
  "lowdin_charge": [1.483, -0.404, -0.398, 0.000, -0.135, 0.112, 0.115, 0.113, 0.114]
}


Entry 9:
{
  "formula": "C2H3F2O3S",
  "method": "the ωB97M-V functional and the def2-TZVPD basis",
  "e_homo_ha": -0.199,
  "e_tot_ha": -901.69982,
  "e_above_lowest_ev": 0.280,
  "orbital_gap_ev": 9.456,
  "smiles": "O=S(=O)([O-])[C@@H](F)CF",
  "charge": -1,
  "lumo_ev": 4.033,
  "spin_multiplicity": 1,
  "elements": ["C", "C", "O", "O", "O", "F", "F", "S", "H", "H", "H"],
  "xyz": [[-1.302681, -0.306251, -0.158902], [-0.217184, 0.642513, 0.285661], [1.658578, -0.254916, -1.667091], [2.498273, 0.544131, 0.612212], [1.217429, -1.473933, 0.511165], [-2.418178, -0.292879, 0.648451], [-0.335838, 1.954967, -0.169830], [1.515976, -0.186441, -0.173330], [-1.613848, -0.091289, -1.133983], [-0.731841, -1.152991, -0.109102], [-0.270681, 0.617086, 1.354753]],
  "forces_ev_per_a": [[0.67, 2.63, 0.00], [0.91, -0.23, -1.12], [-0.29, 0.41, 2.83], [0.02, 0.58, -1.06], [0.31, 0.59, -1.27], [-0.41, -0.12, 0.63], [-0.11, -0.36, 0.11], [-1.43, -0.97, 0.43], [-0.49, 0.26, -1.61], [0.31, -3.13, 0.26], [0.53, 0.33, 0.80]],
  "lowdin_charge": [-0.202, -0.294, -0.395, -0.381, -0.418, -0.043, -0.051, 0.499, 0.112, 0.056, 0.117]
}


Entry 10:
{
  "formula": "C2H3F2O3S",
  "method": "the ωB97M-V functional and the def2-TZVPD basis",
  "e_homo_ha": -0.136,
  "e_tot_ha": -901.55875,
  "e_above_lowest_ev": 4.119,
  "orbital_gap_ev": 7.386,
  "charge": -1,
  "lumo_ev": 3.692,
  "spin_multiplicity": 1,
  "elements": ["C", "C", "O", "O", "O", "F", "F", "S", "H", "H", "H"],
  "xyz": [[1.918074, -0.299697, 0.042838], [-1.630512, -0.672689, 0.050243], [0.107097, 1.651369, 1.243389], [1.240807, 1.978247, -0.953685], [-1.497523, -0.764664, 1.234174], [1.449481, -1.019947, -1.042694], [1.519917, -1.087605, 1.099369], [0.680268, 1.013713, 0.024045], [-1.100274, -1.322451, -0.639016], [-0.329001, 0.404857, -0.673458], [-2.358336, 0.118870, -0.385207]],
  "forces_ev_per_a": [[0.81, 0.26, 1.03], [-1.61, 0.83, 0.00], [1.09, -1.61, -1.57], [-0.81, -1.00, 0.82], [-0.28, -0.33, 0.53], [-0.24, -0.58, -1.10], [-0.01, -0.84, 0.91], [0.15, 4.30, -0.30], [0.07, -0.40, -0.46], [0.02, 0.35, -0.08], [0.81, -0.98, 0.23]],
  "lowdin_charge": [-0.477, -0.273, -0.406, -0.446, -0.020, -0.129, -0.120, 0.688, 0.071, 0.000, 0.110]
}